Density functional theory data (ωB97M-V/def2-TZVPD) for a cluster of 5 separate species, C38H60ClINO7PS in total at a distorted geometry.

Properties
energy above the lowest of the compared OMol25 structures with the same formula, charge and spin	0.0	kcal per mole
Kohn-Sham gap	8.585	eV
SMILES	C#Cc1cc2c(c(CC(=O)Cl)c1CC=C)Sc1cccc(P(O)O)c1N2[C@H](I)CC.CCOCC.CCOCC.CCOCC.CCOCC

XYZ file:
```
110
Properties=species:S:1:pos:R:3:mulliken_charge:R:1
C 4.608 -0.256 3.044 -0.11
C 4.058 0.261 2.099 -1.04
C 3.376 1.084 1.077 0.35
C 1.958 1.087 1.153 -0.97
C 1.200 1.822 0.232 -1.11
C 1.906 2.582 -0.745 0.69
C 3.321 2.589 -0.836 0.79
C 3.999 3.418 -1.948 -1.45
C 4.592 2.510 -3.062 0.44
O 5.572 1.854 -2.967 -0.40
Cl 3.705 2.515 -4.656 -0.21
C 4.093 1.822 0.091 1.02
C 5.622 1.706 0.080 -0.51
C 6.388 3.041 -0.025 -0.41
C 7.484 3.064 -0.790 -0.82
S 0.857 3.511 -1.892 -0.41
C -0.462 2.296 -2.150 0.96
C -1.021 2.090 -3.416 -0.49
C -2.029 1.116 -3.606 -0.81
C -2.426 0.371 -2.480 -0.91
C -1.855 0.580 -1.191 0.49
P -2.501 -0.552 0.141 0.26
O -1.260 -0.766 1.229 -0.44
O -2.671 -1.998 -0.698 -0.26
C -0.846 1.571 -0.978 -1.43
N -0.243 1.772 0.308 1.61
C -0.748 2.937 1.067 -0.84
I -1.410 2.278 3.056 0.02
C -1.883 3.768 0.412 -0.43
C -3.323 3.123 0.514 -0.71
H 5.093 -0.689 3.912 0.48
H 1.445 0.483 1.919 0.41
H 4.754 4.123 -1.547 0.45
H 3.261 4.065 -2.467 0.60
H 6.021 1.175 0.970 0.51
H 5.892 1.065 -0.786 -0.08
H 6.083 3.985 0.450 0.45
H 7.778 2.145 -1.327 0.21
H 8.142 3.939 -0.886 0.28
H -0.629 2.701 -4.244 0.39
H -2.417 0.969 -4.621 0.41
H -3.190 -0.407 -2.647 0.44
H -0.429 -0.776 0.721 0.29
H -3.281 -2.576 -0.218 0.31
H 0.109 3.618 1.237 0.59
H -1.961 4.700 1.018 0.50
H -1.660 4.116 -0.614 0.18
H -3.814 3.550 1.415 0.39
H -3.296 2.032 0.668 -0.01
H -3.950 3.444 -0.340 0.31
C 7.015 -3.860 -1.524 -0.97
C 6.221 -4.154 -2.786 -0.33
O 4.946 -3.537 -2.814 -0.45
C 4.933 -2.121 -2.744 -0.18
C 5.680 -1.443 -3.880 -0.78
H 6.455 -4.173 -0.640 0.28
H 7.968 -4.390 -1.544 0.39
H 7.228 -2.795 -1.415 0.23
H 6.042 -5.228 -2.849 0.35
H 6.793 -3.883 -3.680 0.28
H 5.315 -1.788 -1.771 0.16
H 3.884 -1.822 -2.781 0.32
H 6.740 -1.701 -3.886 0.26
H 5.600 -0.359 -3.790 0.16
H 5.264 -1.745 -4.844 0.32
C -7.195 0.075 2.390 -1.04
C -6.889 1.560 2.285 -0.29
O -6.721 2.014 0.953 -0.34
C -7.830 1.850 0.087 -0.37
C -9.081 2.577 0.551 -1.07
H -6.403 -0.510 1.917 0.21
H -7.276 -0.222 3.437 0.40
H -8.133 -0.185 1.896 0.27
H -5.948 1.764 2.798 0.33
H -7.655 2.154 2.795 0.31
H -8.031 0.785 -0.073 0.32
H -7.524 2.254 -0.881 0.31
H -9.436 2.206 1.514 0.27
H -9.885 2.446 -0.175 0.38
H -8.881 3.644 0.664 0.30
C -2.211 -5.324 -3.276 -1.24
C -3.003 -4.071 -2.942 0.08
O -3.500 -3.390 -4.084 -0.43
C -4.383 -4.122 -4.917 -0.33
C -5.642 -4.591 -4.208 -1.05
H -1.371 -5.081 -3.930 0.33
H -1.824 -5.783 -2.364 0.39
H -2.820 -6.069 -3.790 0.30
H -2.351 -3.370 -2.428 0.17
H -3.822 -4.297 -2.249 0.22
H -3.857 -4.964 -5.379 0.32
H -4.663 -3.450 -5.730 0.34
H -5.420 -5.274 -3.387 0.25
H -6.298 -5.112 -4.908 0.40
H -6.184 -3.740 -3.789 0.28
C 2.574 -0.471 8.209 -1.01
C 1.531 0.570 7.838 -0.33
O 1.556 0.941 6.472 -0.44
C 1.326 -0.097 5.534 0.22
C -0.024 -0.776 5.692 -1.12
H 3.576 -0.111 7.963 0.28
H 2.531 -0.688 9.277 0.39
H 2.423 -1.409 7.672 0.26
H 1.724 1.481 8.406 0.35
H 0.527 0.236 8.122 0.29
H 2.140 -0.830 5.575 0.20
H 1.377 0.365 4.547 -0.08
H -0.127 -1.263 6.664 0.37
H -0.158 -1.536 4.921 0.37
H -0.830 -0.044 5.606 0.25
```

=====

Density functional theory data (ωB97M-V/def2-TZVPD) for a structure of composition C6H19MgO4S3 at a distorted geometry.

Properties
<S²>	0.757
Kohn-Sham gap (spin up / spin down)	8.677 / 4.845	eV
net charge	+2
2S+1	2

XYZ file:
```
33
Properties=species:S:1:pos:R:3:mulliken_charge:R:1
Mg 0.818 -1.865 -1.768 1.04
O -0.681 -1.614 -0.748 -0.66
H -0.909 -1.632 0.202 0.11
C 3.767 -0.857 1.816 -1.06
S 2.037 -1.139 1.119 0.73
O 2.173 -1.653 -0.281 -0.55
C 1.560 -2.550 2.257 -1.04
H 4.192 0.069 1.429 0.35
H 4.383 -1.739 1.644 0.36
H 3.680 -0.726 2.894 0.40
H 1.690 -2.173 3.271 0.40
H 2.236 -3.392 2.108 0.37
H 0.508 -2.828 2.183 0.30
C 1.917 2.250 -3.441 -1.01
S 0.604 1.011 -3.159 0.41
O 0.890 0.324 -1.821 -0.37
C -0.871 1.966 -2.684 -0.83
H 2.818 1.827 -3.885 0.36
H 2.292 2.833 -2.600 0.34
H 1.720 2.944 -4.258 0.42
H -1.719 1.318 -2.460 0.19
H -1.225 2.485 -3.574 0.46
H -0.580 2.602 -1.848 0.29
C -3.282 1.187 0.341 -0.86
S -3.875 0.661 1.987 0.62
O -5.090 -0.240 1.709 -0.19
C -2.523 -0.490 2.292 -0.87
H -2.415 1.833 0.471 0.41
H -4.238 1.561 -0.027 0.44
H -3.000 0.365 -0.318 0.30
H -1.496 -0.133 2.221 0.39
H -2.619 -1.353 1.632 0.32
H -2.762 -0.852 3.292 0.42
```

=====

Density functional theory data (ωB97M-V/def2-TZVPD) for a cluster of 12 separate species, H24O12 in total at a distorted geometry.

Properties
energy above the lowest of the compared OMol25 structures with the same formula, charge and spin	131.1	kcal per mole
Kohn-Sham gap	9.945	eV
SMILES	O.O.O.O.O.O.O.O.O.O.O.O

XYZ file:
```
36
Properties=species:S:1:pos:R:3:mulliken_charge:R:1
O -0.298 0.246 -0.109 -0.59
H -0.051 0.023 0.758 0.23
H -1.194 -0.134 -0.271 0.28
O 0.579 2.083 0.689 -0.56
H 1.380 2.482 0.567 0.28
H 0.666 1.703 1.607 0.30
O -3.954 2.614 -0.538 -0.60
H -3.991 2.325 -1.482 0.31
H -4.026 3.520 -0.703 0.29
O -0.869 -2.395 -2.809 -0.64
H -0.621 -1.623 -2.252 0.30
H -1.422 -2.840 -2.203 0.32
O 3.594 2.285 -1.902 -0.64
H 2.907 2.793 -2.328 0.31
H 3.287 1.324 -1.756 0.34
O -2.374 0.216 -3.361 -0.59
H -2.576 0.413 -2.468 0.24
H -2.353 -0.767 -3.313 0.35
O -4.153 -0.144 1.907 -0.60
H -4.701 -0.797 1.541 0.30
H -3.854 -0.501 2.758 0.30
O 2.087 -1.434 -0.287 -0.59
H 2.355 -0.590 -0.521 0.21
H 1.148 -1.399 0.028 0.38
O 2.788 -2.403 1.645 -0.55
H 2.168 -2.752 2.209 0.23
H 2.394 -2.575 0.796 0.37
O 0.515 -1.543 4.458 -0.61
H 0.854 -2.114 3.838 0.29
H -0.431 -1.333 4.304 0.31
O 0.185 0.494 -3.753 -0.61
H -0.199 0.546 -4.609 0.29
H -0.240 1.047 -3.064 0.33
O 2.493 0.107 3.905 -0.57
H 1.853 0.356 4.578 0.32
H 1.913 -0.118 3.234 0.27
```

=====

Density functional theory data (ωB97M-V/def2-TZVPD) for a cluster of 3 separate species, C2H5N in total at a distorted geometry.

Properties
energy above the lowest of the compared OMol25 structures with the same formula, charge and spin	68.2	kcal per mole
Kohn-Sham gap	9.505	eV

XYZ file:
```
8
Properties=species:S:1:pos:R:3:mulliken_charge:R:1
C -0.579 0.306 0.691 0.36
C -1.046 -0.646 -0.311 -0.76
N 0.078 0.946 1.377 -0.34
H 1.390 0.298 -1.214 -0.11
H -0.921 -1.722 0.025 0.18
H -1.991 -0.519 -0.877 0.23
H 2.073 -0.111 -0.886 0.10
H 0.996 1.448 1.194 0.33
```

=====

Density functional theory data (ωB97M-V/def2-TZVPD) for a cluster of 2 separate species, C3H9BrN in total at a distorted geometry.

Properties
energy above the lowest of the compared OMol25 structures with the same formula, charge and spin	0.0	kcal per mole
<S²>	2.010
Kohn-Sham gap (spin up / spin down)	8.761 / 5.826	eV
net charge	+1
2S+1	3

XYZ file:
```
14
Properties=species:S:1:pos:R:3:mulliken_charge:R:1
C 1.138 1.223 0.560 -0.77
C 0.918 -1.189 -0.425 -0.81
C -2.535 -0.125 -0.500 -0.74
N 0.515 -0.193 0.528 0.11
Br -2.249 1.683 -0.732 -0.01
H 1.585 1.486 -0.371 0.34
H 0.301 1.751 0.949 0.36
H 2.042 1.380 1.208 0.34
H 0.575 -2.102 -0.002 0.40
H 0.387 -0.974 -1.360 0.32
H 2.044 -1.217 -0.500 0.38
H -3.280 -0.375 0.333 0.34
H -1.998 -0.807 -1.106 0.45
H 0.558 -0.540 1.419 0.30
```

=====

Density functional theory data (ωB97M-V/def2-TZVPD) for the molecule C5H4N2O at a distorted geometry.

Properties
energy above the lowest of the compared OMol25 structures with the same formula, charge and spin	37.6	kcal per mole
Kohn-Sham gap	10.298	eV
SMILES	O=C1Cc2ccnn21

XYZ file:
```
12
Properties=species:S:1:pos:R:3:mulliken_charge:R:1
O -2.438 -0.776 0.023 -0.52
C -1.403 -0.192 0.013 0.41
C -1.020 1.353 0.048 -0.33
C 0.348 0.875 -0.144 0.16
C 1.717 0.864 0.038 -0.68
C 2.046 -0.525 0.053 -0.06
N 0.982 -1.353 -0.022 -0.92
N -0.054 -0.433 -0.036 0.69
H -1.364 1.819 -0.878 0.24
H -1.288 1.900 0.951 0.28
H 2.505 1.716 0.025 0.27
H 3.027 -0.982 0.075 0.45
```

=====

Q: Which formula does entry 1 have?
A: C38H60ClINO7PS